(1)
{"formula": "C22H24N4O5", "method": "wB97M-V/def2-TZVPD", "symbols": ["H", "O", "C", "N", "H", "C", "H", "H", "H", "H", "H", "H", "H", "H", "H", "H", "H", "H", "C", "C", "O", "H", "O", "N", "C", "H", "H", "C", "C", "H", "C", "O", "H", "C", "C", "C", "N", "H", "C", "C", "C", "N", "C", "H", "C", "H", "C", "C", "C", "C", "H", "C", "C", "O", "H"], "xyz": [[3.903, -1.645, -0.361], [1.559, 1.139, -1.056], [4.272, 1.321, 1.199], [-3.359, 0.837, -1.193], [-2.513, -1.729, 3.647], [-2.548, 1.756, -0.773], [6.234, -1.153, -1.000], [0.352, 0.855, -3.177], [2.221, -0.888, 1.981], [-0.976, -0.845, 3.424], [-1.356, -1.653, -3.645], [0.065, -1.568, -1.514], [-1.836, 4.330, 1.377], [-0.777, -3.976, -1.481], [7.311, 0.928, -0.223], [3.715, 2.021, 1.804], [-2.857, -2.631, -1.362], [-3.747, 3.239, 0.162], [4.380, -0.738, -0.021], [-2.478, -1.949, 0.621], [-2.701, 0.005, 2.667], [-1.568, 4.316, -0.376], [1.513, -0.799, 0.113], [-2.675, 0.087, -2.081], [-2.807, 2.712, 0.349], [-1.170, -0.315, -4.777], [6.047, 2.511, 1.183], [5.687, -0.458, -0.379], [6.291, 0.709, 0.056], [-3.389, -1.370, 0.660], [-0.286, 0.027, -2.849], [-1.005, 0.808, 1.410], [0.761, -4.016, 0.450], [-0.444, -2.708, 1.633], [-2.179, -2.667, -0.523], [3.663, 0.151, 0.770], [0.475, -0.703, -1.848], [-3.948, 1.749, 1.859], [5.581, 1.597, 0.847], [-1.655, 3.697, 0.513], [-0.673, -0.886, -3.999], [-2.999, 1.912, 1.558], [-1.607, -1.954, 1.702], [1.713, 0.744, 1.458], [1.203, -0.002, -0.925], [0.217, -1.353, -4.411], [-1.912, -1.148, 2.941], [-2.130, 0.896, 1.829], [2.243, -0.166, 1.159], [-1.485, 0.591, -2.159], [0.235, -2.720, 2.473], [-0.149, -3.438, 0.496], [-1.011, -3.410, -0.590], [-1.347, 1.664, -1.360], [-0.726, 3.152, 0.654]], "forces_ev_per_a": [[-0.031, -0.079, -0.052], [0.051, 0.406, 0.127], [-0.079, -0.136, 0.011], [-0.486, 1.004, 0.963], [0.107, 0.122, -0.071], [-0.697, -0.366, -0.305], [0.045, -0.050, -0.046], [-0.148, -0.154, -0.016], [-0.048, 0.101, -0.085], [-0.143, -0.074, -0.033], [-0.090, -0.124, -0.025], [0.021, 0.109, 0.028], [-0.036, 0.058, 0.039], [0.020, -0.057, -0.071], [0.073, 0.022, -0.022], [-0.084, 0.102, 0.040], [-0.042, 0.002, -0.078], [0.145, -0.134, 0.020], [-0.059, 0.001, 0.065], [-0.023, -0.018, 0.078], [-0.207, 0.067, -0.001], [0.049, 0.098, -0.077], [0.020, -0.119, -0.018], [0.864, -0.570, -1.019], [0.471, 0.014, 0.130], [-0.091, 0.004, -0.081], [0.034, 0.075, 0.021], [0.039, -0.068, -0.042], [0.097, 0.042, -0.024], [-0.058, 0.083, -0.015], [0.229, 0.230, 0.111], [0.326, -0.034, -0.167], [0.097, -0.038, -0.013], [-0.198, 0.010, 0.066], [-0.052, -0.047, -0.012], [-0.030, -0.059, -0.037], [0.112, -0.236, 0.021], [0.057, -0.028, -0.095], [0.071, 0.062, 0.051], [-0.126, -0.004, -0.037], [0.058, 0.187, 0.156], [-0.306, 0.031, 0.258], [-0.024, -0.057, -0.003], [0.085, -0.138, 0.036], [0.040, -0.319, -0.255], [0.077, -0.023, -0.018], [0.279, -0.202, 0.113], [-0.289, 0.218, 0.384], [-0.003, 0.284, 0.205], [-0.470, -0.247, -0.300], [0.129, 0.035, 0.092], [0.011, -0.090, -0.002], [-0.030, -0.191, 0.000], [0.197, 0.263, 0.000], [0.048, 0.033, 0.003]], "lowdin_charge": [0.12, 0.13, -0.04, 0.11, 0.14, -0.31, 0.10, 0.16, 0.13, 0.13, 0.07, 0.11, 0.09, 0.11, 0.10, 0.11, 0.10, 0.16, -0.03, -0.03, 0.01, 0.09, 0.00, 0.11, -0.26, 0.09, 0.10, -0.08, -0.10, 0.12, -0.27, 0.13, 0.11, -0.04, -0.09, -0.20, 0.15, 0.15, -0.08, -0.02, -0.03, 0.13, -0.20, 0.12, -0.56, 0.08, -0.11, -0.56, -0.12, -0.28, 0.11, -0.09, -0.11, 0.16, 0.08], "e_homo_ev": -8.96, "smiles": "C[C@H](NC(=O)OCc1ccccc1)c1nnc([C@H](C)NC(=O)OCc2ccccc2)o1", "e_above_lowest_kcal_mol": 0.0, "homo_lumo_gap_ev": 9.69, "total_charge": 0}


(2)
{"formula": "C22H24N5NiO2S2", "method": "wB97M-V/def2-TZVPD", "symbols": ["H", "H", "O", "C", "C", "C", "O", "H", "C", "C", "H", "N", "H", "C", "H", "C", "H", "C", "H", "H", "H", "C", "H", "N", "H", "H", "C", "C", "H", "C", "C", "H", "Ni", "H", "H", "C", "C", "H", "H", "C", "S", "N", "C", "N", "C", "H", "H", "H", "H", "N", "C", "S", "C", "C", "C", "H"], "xyz": [[1.151, 1.093, 3.945], [-1.451, -0.424, -5.298], [-0.543, -3.057, 1.026], [-3.828, 3.753, -0.172], [1.470, -1.092, 2.119], [1.937, -0.819, 4.527], [-0.829, -3.085, -1.193], [-2.031, 0.020, -2.923], [-1.041, -0.325, -3.197], [-2.495, 3.315, -0.117], [1.707, 1.366, -0.989], [1.294, -1.091, -0.133], [0.953, -1.215, 4.788], [-2.183, 1.926, -0.072], [3.250, -1.352, 2.993], [1.894, 0.708, 4.636], [3.213, -2.812, -1.946], [-4.568, 1.478, -0.139], [-4.032, 4.815, -0.207], [2.858, 1.154, 4.402], [0.710, 4.422, -0.072], [0.093, 2.364, -0.040], [3.890, -1.179, -2.024], [-0.204, -0.497, -2.194], [2.472, -1.534, -3.989], [-5.375, 0.762, -0.154], [1.851, -1.280, -1.331], [-0.440, -4.476, 1.017], [0.177, -4.799, 0.174], [-1.417, 4.222, -0.123], [1.507, 1.878, -0.048], [0.881, -1.160, -5.844], [-0.678, -0.639, -0.078], [1.605, 0.985, 5.647], [3.647, -1.960, -0.450], [3.240, -1.841, -1.452], [1.053, -0.985, -2.454], [-1.619, 5.284, -0.186], [2.201, 2.711, 0.065], [-3.263, 0.995, -0.082], [-0.139, -0.512, 2.352], [-0.901, 1.484, -0.048], [0.583, -0.996, -4.816], [2.264, -1.333, 3.220], [-0.136, 3.747, -0.067], [2.680, -1.227, 5.221], [0.023, -4.757, 1.960], [-5.877, 3.172, -0.231], [1.666, 1.166, 0.759], [2.019, -1.335, 0.964], [-0.706, -2.466, -0.163], [-2.999, -0.708, -0.026], [-4.849, 2.835, -0.183], [1.465, -1.202, -3.793], [-0.720, -0.569, -4.519], [-1.430, -4.931, 0.932]], "forces_ev_per_a": [[-0.023, 0.057, 0.000], [-0.080, 0.058, -0.071], [0.027, -0.885, 0.453], [-0.393, 0.113, -0.011], [-2.230, 0.832, 1.277], [-0.232, 0.141, 0.253], [0.029, -0.827, -0.209], [-0.084, 0.030, 0.072], [-0.167, 0.024, -0.105], [0.258, -0.156, -0.001], [0.082, 0.012, 0.029], [0.721, -0.326, -1.349], [0.117, 0.025, 0.117], [-0.524, 0.718, -0.095], [-0.120, -0.140, -0.068], [0.034, -0.286, -0.059], [0.032, -0.071, -0.081], [0.336, -0.199, 0.026], [0.016, 0.059, 0.001], [0.199, 0.046, 0.026], [-0.026, -0.034, 0.009], [-0.180, -0.537, -0.034], [0.097, 0.039, -0.121], [1.654, -0.101, -0.790], [0.103, -0.107, -0.024], [-0.052, -0.132, 0.013], [0.816, -0.150, 3.234], [0.060, -0.005, -0.205], [-0.079, -0.080, 0.101], [0.348, -0.162, 0.021], [-0.044, -0.076, 0.039], [0.015, -0.033, -0.011], [-1.168, 0.527, 0.558], [0.014, 0.130, 0.187], [0.007, -0.028, -0.095], [-0.201, 0.196, 0.056], [-2.202, 0.575, -1.742], [-0.009, 0.060, 0.055], [-0.021, 0.005, -0.032], [-0.390, -0.458, 0.039], [0.851, 0.089, 0.605], [0.652, -0.109, -0.068], [-0.976, 0.332, -0.210], [0.457, 0.024, -0.657], [-0.495, 0.535, -0.067], [-0.117, -0.014, -0.011], [-0.025, 0.014, 0.025], [-0.053, 0.006, 0.008], [0.007, 0.007, 0.020], [1.670, -0.381, -1.405], [-0.518, 0.527, -0.403], [0.673, -0.107, -0.156], [0.164, 0.533, -0.020], [0.286, -0.047, 1.199], [0.646, -0.235, -0.286], [0.038, -0.029, -0.036]], "lowdin_charge": [0.01, 0.09, -0.16, -0.08, -0.77, -0.32, 0.02, 0.10, -0.12, -0.17, 0.08, -0.04, 0.08, -0.21, 0.12, -0.13, 0.08, -0.15, 0.09, 0.06, 0.10, -0.30, 0.07, 0.09, 0.10, 0.09, -0.27, -0.07, 0.08, -0.02, -0.02, 0.10, 0.00, 0.06, 0.05, -0.03, -0.21, 0.11, 0.07, -0.61, 0.74, 0.10, -0.09, -0.04, -0.03, 0.10, 0.08, 0.09, 0.05, 0.00, -0.61, 0.73, -0.11, -0.02, -0.07, 0.09], "e_homo_ev": [-2.69, -2.70], "e_above_lowest_kcal_mol": 11.7, "homo_lumo_gap_ev": [5.49, 5.50], "total_charge": -1}